C60H42Cl4CoFGeO2P3 | ωB97M-V/def2-TZVPD

Each line ends with the Mulliken spin population.
Positions of all 114 atoms, in Å:
Co (-0.12, -0.04, -0.14)  0.9797
F (0.57, -1.83, 0.07)  -0.0465
Ge (1.30, -3.01, 1.29)  0.0099
C (1.68, -1.82, 2.83)  -0.0047
C (2.46, -2.49, 3.79)  0.0000
C (2.76, -1.93, 5.02)  0.0002
C (2.25, -0.68, 5.33)  -0.0002
C (1.49, 0.00, 4.40)  -0.0012
C (1.21, -0.54, 3.14)  0.0003
P (0.16, 0.50, 2.03)  -0.0656
C (0.88, 2.17, 2.15)  0.0104
C (2.21, 2.37, 2.50)  0.0027
C (2.75, 3.65, 2.53)  -0.0002
C (1.96, 4.75, 2.22)  0.0005
C (0.64, 4.55, 1.83)  -0.0011
C (0.10, 3.27, 1.79)  -0.0018
C (-1.33, 0.54, 3.11)  -0.0020
C (-1.80, 1.66, 3.77)  0.0012
C (-2.91, 1.57, 4.61)  0.0001
C (-3.54, 0.35, 4.81)  -0.0004
C (-3.05, -0.78, 4.18)  0.0018
C (-1.96, -0.69, 3.32)  0.0013
C (2.90, -2.81, 0.03)  -0.0003
C (3.64, -4.00, -0.06)  -0.0001
C (4.69, -4.13, -0.95)  0.0002
C (5.02, -3.06, -1.76)  -0.0003
C (4.31, -1.88, -1.66)  -0.0062
C (3.22, -1.72, -0.79)  0.0065
P (2.48, -0.02, -0.71)  0.0432
C (2.41, 0.58, -2.43)  0.0063
C (2.21, 1.95, -2.59)  -0.0003
C (2.04, 2.50, -3.85)  -0.0011
C (2.04, 1.67, -4.97)  0.0005
C (2.20, 0.31, -4.81)  -0.0011
C (2.37, -0.24, -3.55)  0.0007
C (4.01, 0.80, -0.06)  0.0090
C (4.44, 0.35, 1.20)  0.0129
C (5.60, 0.84, 1.77)  -0.0011
C (6.36, 1.80, 1.11)  0.0032
C (5.94, 2.25, -0.13)  -0.0017
C (4.78, 1.76, -0.72)  0.0023
C (-0.67, -3.63, 1.48)  0.0052
C (-0.68, -4.86, 2.16)  0.0012
C (-1.77, -5.71, 2.12)  -0.0010
C (-2.86, -5.37, 1.34)  0.0007
C (-2.87, -4.15, 0.67)  -0.0065
C (-1.82, -3.24, 0.76)  0.0162
P (-2.07, -1.63, -0.11)  0.0383
C (-3.74, -1.01, 0.29)  -0.0037
C (-4.10, 0.17, -0.37)  0.0158
C (-5.29, 0.80, -0.08)  -0.0037
C (-6.14, 0.28, 0.89)  0.0047
C (-5.78, -0.87, 1.57)  -0.0039
C (-4.59, -1.52, 1.28)  0.0042
C (-2.27, -2.35, -1.79)  -0.0071
C (-3.35, -2.10, -2.62)  0.0076
C (-3.43, -2.68, -3.88)  -0.0028
C (-2.41, -3.50, -4.33)  0.0049
C (-1.32, -3.75, -3.52)  -0.0023
C (-1.25, -3.19, -2.26)  0.0027
H (2.84, -3.49, 3.56)  -0.0001
H (3.37, -2.48, 5.73)  0.0000
H (2.46, -0.23, 6.30)  -0.0001
H (1.09, 0.98, 4.65)  0.0003
H (2.84, 1.53, 2.75)  0.0008
H (3.79, 3.79, 2.81)  0.0000
H (2.37, 5.75, 2.27)  0.0000
H (0.02, 5.40, 1.56)  0.0000
H (-0.91, 3.13, 1.44)  0.0019
H (-1.31, 2.62, 3.65)  0.0000
H (-3.27, 2.46, 5.12)  0.0000
H (-4.40, 0.28, 5.47)  0.0000
H (-3.52, -1.75, 4.35)  0.0000
H (-1.58, -1.58, 2.84)  0.0004
H (3.38, -4.83, 0.58)  0.0001
H (5.23, -5.07, -1.02)  0.0000
H (5.83, -3.15, -2.48)  -0.0001
H (4.61, -1.04, -2.28)  0.0005
H (2.17, 2.60, -1.71)  0.0011
H (1.88, 3.57, -3.96)  0.0000
H (1.88, 2.09, -5.95)  0.0000
H (2.17, -0.34, -5.68)  0.0001
H (2.44, -1.32, -3.44)  0.0000
H (3.86, -0.41, 1.71)  0.0030
H (5.92, 0.47, 2.74)  0.0000
H (7.28, 2.17, 1.54)  0.0002
H (6.53, 2.99, -0.66)  -0.0001
H (4.48, 2.12, -1.69)  0.0004
H (0.20, -5.16, 2.71)  0.0002
H (-1.75, -6.65, 2.66)  0.0000
H (-3.70, -6.05, 1.24)  0.0002
H (-3.72, -3.90, 0.06)  0.0016
H (-3.43, 0.59, -1.11)  0.0019
H (-5.56, 1.71, -0.61)  -0.0001
H (-7.08, 0.77, 1.11)  0.0004
H (-6.43, -1.27, 2.34)  0.0000
H (-4.32, -2.42, 1.81)  0.0013
H (-4.15, -1.44, -2.29)  0.0006
H (-4.28, -2.48, -4.51)  -0.0001
H (-2.47, -3.94, -5.32)  0.0003
H (-0.51, -4.39, -3.87)  -0.0001
H (-0.39, -3.39, -1.63)  0.0033
Cl (-2.98, 4.70, -3.88)  -0.0001
C (-2.22, 3.23, -3.37)  -0.0002
C (-1.97, 2.22, -4.29)  -0.0004
Cl (-2.41, 2.43, -5.95)  0.0000
C (-1.34, 1.03, -3.87)  0.0022
Cl (-1.05, -0.25, -4.99)  0.0000
C (-0.94, 0.87, -2.55)  -0.0303
O (-0.33, -0.20, -2.07)  -0.0361
C (-1.22, 1.90, -1.62)  0.0121
O (-0.85, 1.65, -0.37)  0.0054
C (-1.86, 3.05, -2.03)  0.0013
Cl (-2.22, 4.27, -0.84)  0.0000

The electronic energy comes out at -8886.49360 hartree. For the relative energy (zero: lowest compared OMol25 entry of this formula, charge and spin), the calculation gives 2.166 eV. Its HOMO energy (spin up / spin down) is -6.35 / -6.33 eV. The spin multiplicity is 2.

***

C60H44ClN5O6P2SY | ωB97M-V/def2-TZVPD

Each line ends with the Mulliken charge.
Positions of all 120 atoms, in Å:
Y (0.47, -0.82, 0.75)  -1.4455
C (-0.70, -4.84, -1.06)  -0.3514
O (-0.01, -5.36, 0.08)  -0.5146
C (-0.27, -4.85, 1.33)  -0.3601
C (-0.16, -5.75, 2.37)  -0.6740
C (-0.36, -5.36, 3.70)  -0.8531
C (-0.68, -4.05, 3.96)  -0.8027
C (-0.77, -3.11, 2.93)  1.0366
C (-1.15, -1.74, 3.27)  -1.1260
N (-1.04, -0.77, 2.44)  1.0203
N (-1.60, 0.46, 2.76)  -1.0003
C (-1.25, 1.36, 1.87)  -0.4395
O (-0.41, 1.16, 0.93)  1.7798
C (-2.05, 2.67, 1.96)  1.5777
C (-3.11, 4.21, 0.82)  0.3487
C (-3.83, 5.13, 1.76)  -1.2662
C (-3.78, 5.04, 3.09)  -0.4712
C (-3.05, 4.04, 3.87)  -0.6706
C (-2.33, 3.01, 3.40)  -1.1545
C (-0.55, -3.49, 1.57)  0.8704
O (-0.62, -2.61, 0.60)  0.3690
H (-0.42, -5.50, -1.88)  0.2799
H (-0.40, -3.83, -1.29)  -0.0971
H (-1.78, -4.88, -0.91)  0.2888
H (0.09, -6.77, 2.12)  0.4733
H (-0.26, -6.08, 4.50)  0.3616
H (-0.84, -3.71, 4.98)  0.4004
H (-1.58, -1.56, 4.25)  0.3296
H (-3.27, 4.52, -0.22)  0.6411
H (-4.42, 5.92, 1.31)  0.3827
H (-4.35, 5.77, 3.67)  0.3809
H (-3.13, 4.14, 4.94)  0.3856
H (-1.88, 2.34, 4.12)  0.3799
O (-0.71, 3.77, -3.51)  -0.9149
S (-0.11, 2.81, -2.54)  1.1744
C (-1.12, 2.84, -1.04)  -0.1085
C (-0.85, 3.74, -0.10)  -1.5028
C (-1.61, 3.95, 1.16)  -0.4043
C (-3.37, 2.70, 1.08)  -0.6850
C (-3.24, 1.84, -0.15)  -1.3036
C (-2.22, 1.81, -1.02)  0.0413
P (-1.91, 0.31, -2.06)  0.9580
C (-3.17, -0.93, -1.51)  0.3297
C (-3.25, -1.28, -0.16)  0.2838
C (-4.07, -2.32, 0.27)  -0.8531
C (-4.83, -3.03, -0.66)  -0.8504
C (-4.74, -2.70, -2.00)  -0.6991
C (-3.91, -1.67, -2.42)  -1.1173
C (-2.55, 0.77, -3.72)  1.0275
C (-3.49, 1.78, -3.93)  -0.0574
C (-3.98, 2.02, -5.20)  -0.7773
C (-3.54, 1.27, -6.28)  -0.5259
C (-2.59, 0.28, -6.09)  -0.8637
C (-2.09, 0.04, -4.81)  -0.0998
C (1.40, 3.58, -1.92)  -1.1165
C (1.54, 4.92, -2.22)  0.0878
C (2.69, 5.59, -1.82)  -0.7719
C (3.68, 4.90, -1.15)  -0.7716
C (3.54, 3.54, -0.88)  -0.4961
C (2.40, 2.83, -1.26)  0.4061
P (2.15, 0.98, -1.06)  1.9314
C (3.73, 0.47, -0.26)  1.0252
C (4.57, -0.51, -0.80)  -1.1801
C (5.68, -0.96, -0.10)  -1.1444
C (6.00, -0.42, 1.14)  -0.7367
C (5.17, 0.55, 1.69)  -0.9730
C (4.04, 0.98, 1.01)  -0.6528
C (2.51, 0.60, -2.84)  0.7006
C (3.69, 1.05, -3.43)  -0.5702
C (3.97, 0.77, -4.76)  -0.8917
C (3.06, 0.05, -5.53)  -0.7260
C (1.87, -0.38, -4.95)  -0.6696
C (1.60, -0.11, -3.62)  0.6825
H (-0.01, 4.41, -0.25)  0.4438
H (-1.15, 4.71, 1.79)  0.6335
H (-4.27, 2.46, 1.63)  0.5650
H (-4.01, 1.09, -0.26)  0.8769
H (-2.66, -0.75, 0.58)  0.1380
H (-4.11, -2.57, 1.32)  0.4790
H (-5.47, -3.83, -0.33)  0.3409
H (-5.32, -3.26, -2.73)  0.4290
H (-3.86, -1.44, -3.48)  0.3776
H (-3.83, 2.37, -3.09)  0.2845
H (-4.71, 2.81, -5.35)  0.4095
H (-3.93, 1.47, -7.27)  0.3772
H (-2.23, -0.30, -6.93)  0.4230
H (-1.34, -0.73, -4.66)  0.5018
H (0.75, 5.41, -2.77)  0.5488
H (2.81, 6.64, -2.04)  0.3731
H (4.59, 5.41, -0.84)  0.4323
H (4.35, 3.02, -0.39)  0.4776
H (4.34, -0.94, -1.76)  0.8028
H (6.29, -1.75, -0.54)  0.4329
H (6.87, -0.77, 1.68)  0.4416
H (5.40, 0.96, 2.67)  0.5041
H (3.37, 1.69, 1.48)  0.5676
H (4.41, 1.61, -2.84)  0.3987
H (4.90, 1.12, -5.20)  0.4200
H (3.27, -0.17, -6.57)  0.3882
H (1.16, -0.94, -5.55)  0.4547
H (0.69, -0.47, -3.17)  -0.5721
Cl (6.58, -1.40, 6.89)  -0.2417
C (5.33, -1.29, 5.68)  0.5105
C (5.15, -2.34, 4.79)  -0.8795
C (4.16, -2.24, 3.83)  -0.2165
C (3.36, -1.10, 3.76)  -0.0063
C (3.55, -0.06, 4.66)  -0.0829
C (4.53, -0.16, 5.64)  -0.9282
C (2.34, -0.97, 2.67)  1.9457
O (2.11, -1.97, 1.93)  -0.8758
O (1.74, 0.13, 2.50)  -1.1325
H (5.78, -3.21, 4.85)  0.4288
H (3.99, -3.03, 3.11)  0.4760
H (2.92, 0.81, 4.59)  0.4424
H (4.69, 0.64, 6.35)  0.4162
N (1.52, -1.67, -1.00)  0.5732
C (2.23, -2.56, -1.29)  0.4287
N (2.87, -3.55, -1.73)  -0.9311
C (4.10, -3.96, -1.53)  0.5398
N (5.18, -4.37, -1.42)  -0.6806

The electronic energy comes out at -4617.64544 hartree. For the relative energy (zero: lowest compared OMol25 entry of this formula, charge and spin), the calculation gives 3.669 eV. Its HOMO energy is -5.24 eV. Its net charge is -1.

***

Record-wise maximum force values, in Eh/bohr: 0.0939, 0.0348